No. 1
Molecular formula: C2H2N2O4
Method: DFT, ωB97M-V/def2-TZVPD

Each line ends with the Mulliken spin population.
Cartesian coordinates (Å):
C (-1.236, -0.551, 0.232)  0.0237
C (0.074, 0.226, -0.350)  0.1340
N (0.185, 1.486, 0.435)  0.9778
N (1.294, -0.602, -0.061)  -0.0069
O (1.688, -1.364, -0.944)  0.0138
O (-1.106, -1.261, 1.143)  0.0193
O (-0.593, 2.298, 0.151)  0.8188
O (1.826, -0.512, 1.077)  0.0004
H (-2.214, -0.299, -0.278)  0.0100
H (0.082, 0.580, -1.406)  0.0092

Forces on atoms 1 to 2 (eV/Å):
0.472 1.842 -2.563
0.012 0.250 0.388

The calculated total energy is -13268.875 eV. Its HOMO-LUMO gap (spin up / spin down) is 8.41 / 9.46 eV. Its lowest unoccupied orbital energy (spin up / spin down) is -0.59 / -1.91 eV. As for the total charge: 0. The calculation puts the relative energy (zero: lowest compared OMol25 entry of this formula, charge and spin) at 2.166 eV. As for the spin multiplicity: 3.

No. 2
Molecular formula: C32H48BrInN9O2SSi2Te
Method: DFT, ωB97M-V/def2-TZVPD

Each line ends with the Löwdin charge.
Cartesian coordinates (Å):
In (0.314, 0.557, -0.017)  0.6668
N (4.368, 2.844, -1.169)  0.0456
C (3.030, 2.549, -1.218)  -0.9484
S (2.002, 3.238, -0.026)  0.3800
N (2.701, 1.770, -2.234)  -0.0292
N (1.409, 1.406, -2.224)  -0.1062
C (0.979, 0.844, -3.288)  -0.1098
C (-0.387, 0.320, -3.396)  -0.2651
C (-0.780, -0.309, -4.577)  -0.0503
C (-2.091, -0.730, -4.687)  -0.0786
C (-2.976, -0.557, -3.641)  -0.0278
C (-2.495, 0.019, -2.455)  -0.3011
N (-1.226, 0.454, -2.358)  0.1127
H (4.690, 3.181, -0.281)  0.0524
H (4.974, 2.195, -1.649)  0.0841
H (1.636, 0.736, -4.149)  0.1154
H (-0.068, -0.465, -5.377)  0.1025
H (-2.437, -1.203, -5.598)  0.1025
H (-4.000, -0.885, -3.737)  0.0787
H (-2.708, 0.497, -0.531)  0.0875
N (-2.542, -1.825, 3.802)  0.0956
C (-3.066, -0.738, 4.464)  -0.1047
C (-2.896, 0.311, 3.611)  -0.1535
N (-2.281, -0.102, 2.455)  0.1141
C (-2.070, -1.388, 2.593)  -0.2863
C (-1.430, -2.273, 1.621)  -0.3029
N (-1.245, -2.038, 0.339)  0.0936
C (-0.604, -3.144, -0.163)  -0.1322
C (-0.383, -4.052, 0.825)  -0.0760
N (-0.920, -3.492, 1.961)  0.0855
H (-2.541, -2.768, 4.142)  0.1410
H (-3.504, -0.815, 5.445)  0.1034
H (-3.161, 1.348, 3.759)  0.1024
H (-0.294, -3.193, -1.194)  0.1107
H (0.113, -5.007, 0.833)  0.1132
H (-0.824, -3.866, 2.886)  0.1325
C (-5.408, 1.029, -2.155)  -0.0411
C (-4.697, 0.102, -1.160)  -0.5981
C (-4.991, 0.587, 0.255)  -0.0494
C (-5.219, -1.339, -1.306)  -0.0374
N (-3.246, 0.162, -1.317)  0.0998
H (-6.490, 0.961, -2.019)  0.0825
H (-5.169, 0.766, -3.186)  0.0624
H (-5.097, 2.064, -1.989)  0.0883
H (-6.064, 0.540, 0.451)  0.0831
H (-4.659, 1.622, 0.385)  0.0919
H (-4.471, -0.037, 0.985)  0.0670
H (-6.228, -1.423, -0.893)  0.0777
H (-4.558, -2.026, -0.774)  0.0854
H (-5.260, -1.647, -2.353)  0.0625
C (1.986, -2.119, 3.255)  -0.1555
Si (2.103, -1.122, 4.841)  0.3822
C (3.854, -0.543, 5.188)  -0.1892
C (1.582, -2.247, 6.269)  -0.1983
C (0.945, 0.353, 4.783)  -0.5753
Te (1.540, 1.726, 3.203)  1.0949
C (1.920, 3.357, 4.578)  -0.5853
Si (0.365, 4.318, 4.961)  0.3706
C (-0.462, 4.885, 3.380)  -0.1901
C (0.806, 5.831, 5.994)  -0.1965
C (-0.834, 3.275, 5.967)  -0.1859
H (2.973, -2.456, 2.927)  0.0405
H (1.563, -1.538, 2.424)  0.0168
H (1.362, -3.008, 3.394)  0.0142
H (4.588, -1.299, 4.891)  0.0303
H (3.998, -0.325, 6.252)  0.0262
H (4.068, 0.365, 4.620)  0.0004
H (2.287, -3.077, 6.386)  0.0263
H (0.588, -2.675, 6.090)  0.0138
H (1.544, -1.697, 7.216)  0.0229
H (0.949, 0.914, 5.723)  0.0033
H (-0.087, 0.052, 4.579)  -0.0198
H (2.650, 3.999, 4.075)  0.0062
H (2.397, 2.939, 5.469)  0.0056
H (0.154, 5.632, 2.867)  0.0364
H (-1.444, 5.330, 3.572)  0.0275
H (-0.587, 4.043, 2.692)  0.0071
H (1.504, 6.480, 5.455)  0.0261
H (1.278, 5.543, 6.940)  0.0236
H (-0.087, 6.421, 6.231)  0.0244
H (-1.005, 2.305, 5.489)  0.0021
H (-1.799, 3.783, 6.064)  0.0286
H (-0.449, 3.091, 6.976)  0.0303
Br (5.641, -3.970, -0.808)  0.7384
C (5.287, -2.262, -0.044)  -0.5963
C (6.396, -1.673, 0.558)  -0.1677
C (6.298, -0.425, 1.150)  -0.0993
C (5.084, 0.243, 1.131)  -0.0916
C (3.989, -0.354, 0.533)  -0.0527
C (4.041, -1.617, -0.061)  -0.1252
C (2.710, -2.175, -0.635)  -0.6294
O (2.707, -3.306, -1.126)  -0.0474
O (1.706, -1.407, -0.518)  -0.2304
H (7.337, -2.208, 0.555)  0.0791
H (7.168, 0.021, 1.618)  0.0962
H (4.974, 1.224, 1.581)  0.0959
H (3.041, 0.163, 0.522)  0.0438

Forces on atoms 1 to 2 (eV/Å):
0.125 0.058 -0.174
0.095 0.065 -0.010

The calculated total energy is -160574.445 eV. Its HOMO-LUMO gap is 5.92 eV. Its lowest unoccupied orbital energy is 1.92 eV. As for the total charge: -1. The calculation puts the relative energy (zero: lowest compared OMol25 entry of this formula, charge and spin) at 0.000 eV.

No. 3
Molecular formula: C5H7NS
Method: DFT, ωB97M-V/def2-TZVPD

Each line ends with the Löwdin charge.
Cartesian coordinates (Å):
C (-2.417, -0.259, -0.070)  -0.0015
C (-1.541, 0.722, -0.042)  -0.1929
C (-0.065, 0.641, 0.080)  -0.2167
C (0.579, -0.715, 0.002)  -0.2045
N (2.024, -0.617, 0.096)  0.0581
C (3.113, -0.167, -0.019)  -0.7738
S (4.667, 0.258, -0.054)  0.6022
H (-3.494, -0.059, -0.211)  0.0661
H (-2.192, -1.313, -0.088)  0.0513
H (-1.910, 1.733, -0.070)  0.0964
H (0.227, 1.100, 1.071)  0.1403
H (0.484, 1.303, -0.602)  0.1221
H (0.263, -1.227, -0.903)  0.1226
H (0.263, -1.400, 0.810)  0.1303

Forces on atoms 1 to 2 (eV/Å):
-1.325 -0.319 -0.603
0.237 0.226 -0.068

The calculated total energy is -17622.666 eV. Its HOMO-LUMO gap is 9.81 eV. Its lowest unoccupied orbital energy is 0.76 eV. As for the total charge: 0. The calculation puts the relative energy (zero: lowest compared OMol25 entry of this formula, charge and spin) at 0.980 eV. Its SMILES is C=CCCN=C=S.

No. 4
Molecular formula: C36H31N3O2PRbS
Method: DFT, ωB97M-V/def2-TZVPD

Each line ends with the Mulliken spin population.
Cartesian coordinates (Å):
Rb (-1.287, -0.730, 0.616)  0.0065
C (0.725, -3.610, 3.612)  -0.0004
C (-0.594, -2.900, 3.488)  -0.0002
C (-1.615, -3.425, 2.699)  0.0000
C (-2.841, -2.781, 2.601)  -0.0002
C (-3.064, -1.594, 3.287)  0.0014
C (-2.047, -1.053, 4.065)  0.0034
C (-0.825, -1.703, 4.159)  0.0019
H (1.547, -2.900, 3.702)  0.0000
H (0.923, -4.239, 2.744)  0.0001
H (0.739, -4.247, 4.501)  0.0000
H (-1.440, -4.337, 2.139)  -0.0002
H (-3.615, -3.196, 1.966)  -0.0001
H (-4.013, -1.081, 3.197)  0.0003
H (-2.194, -0.110, 4.575)  -0.0019
H (-0.027, -1.248, 4.732)  -0.0002
O (-1.061, -2.671, -1.293)  -0.0014
C (-0.520, -3.795, -1.804)  -0.0007
C (-1.293, -4.637, -2.608)  0.0000
C (-0.785, -5.832, -3.071)  0.0000
C (0.509, -6.222, -2.731)  0.0000
C (1.267, -5.393, -1.926)  0.0000
C (0.781, -4.167, -1.459)  0.0003
C (1.654, -3.347, -0.586)  0.0001
N (1.323, -2.405, 0.273)  -0.0001
C (2.496, -2.035, 0.893)  0.0016
C (3.546, -2.736, 0.392)  0.0003
N (3.000, -3.564, -0.558)  0.0000
H (-2.292, -4.308, -2.852)  0.0001
H (-1.399, -6.470, -3.694)  0.0000
H (0.913, -7.165, -3.073)  0.0000
H (2.250, -5.739, -1.628)  0.0000
H (2.526, -1.276, 1.655)  -0.0004
H (4.601, -2.711, 0.596)  0.0000
H (3.506, -4.174, -1.172)  0.0000
O (0.887, 0.679, 2.939)  0.0153
N (0.289, 1.664, 2.065)  0.3043
C (-0.176, 2.690, 2.754)  0.2347
C (-0.767, 3.750, 2.038)  0.0640
C (-1.229, 4.905, 2.737)  -0.0012
C (-1.721, 6.007, 2.096)  -0.0333
C (-1.788, 6.041, 0.686)  0.2156
C (-1.375, 4.921, -0.018)  -0.1059
C (-0.895, 3.760, 0.591)  0.1871
P (-0.531, 2.270, -0.413)  -0.0071
C (1.295, 2.264, -0.632)  0.0288
C (1.894, 1.077, -1.046)  0.0042
C (3.270, 0.992, -1.212)  -0.0005
C (4.067, 2.101, -0.957)  0.0031
C (3.478, 3.289, -0.541)  -0.0025
C (2.100, 3.369, -0.382)  0.0027
C (-1.044, 2.781, -2.111)  0.0030
C (-0.178, 3.077, -3.158)  0.0065
C (-0.658, 3.323, -4.440)  -0.0012
C (-2.018, 3.286, -4.698)  0.0029
C (-2.898, 2.995, -3.662)  -0.0016
C (-2.413, 2.738, -2.393)  0.0005
H (1.510, 0.273, 2.330)  0.0023
H (-0.077, 2.722, 3.836)  0.0471
H (-1.164, 4.899, 3.821)  0.0043
H (-2.053, 6.860, 2.678)  -0.0008
H (-2.161, 6.910, 0.160)  0.0186
H (-1.443, 4.946, -1.099)  -0.0005
H (1.282, 0.205, -1.260)  -0.0036
H (3.713, 0.057, -1.535)  -0.0003
H (5.142, 2.040, -1.080)  0.0002
H (4.094, 4.156, -0.337)  0.0000
H (1.642, 4.290, -0.039)  0.0005
H (0.890, 3.115, -2.983)  0.0024
H (0.040, 3.540, -5.240)  -0.0001
H (-2.392, 3.467, -5.698)  0.0004
H (-3.964, 2.948, -3.849)  0.0000
H (-3.111, 2.488, -1.601)  -0.0003
S (-1.338, -1.570, -3.694)  0.0001
C (-1.589, -1.524, -2.088)  0.0002

Forces on atoms 1 to 2 (eV/Å):
0.255 0.157 0.555
0.083 -0.014 0.001

The calculated total energy is -67178.382 eV. Its HOMO-LUMO gap (spin up / spin down) is 3.50 / 5.96 eV. Its lowest unoccupied orbital energy (spin up / spin down) is 1.95 / 1.95 eV. As for the total charge: -1. The calculation puts the relative energy (zero: lowest compared OMol25 entry of this formula, charge and spin) at 0.000 eV. As for the spin multiplicity: 2.

No. 5
Molecular formula: C15H23N5O3
Method: DFT, ωB97M-V/def2-TZVPD

Each line ends with the Löwdin charge.
Cartesian coordinates (Å):
H (5.890, 0.650, -0.611)  0.0307
N (5.906, 1.683, -0.699)  0.1028
C (5.148, 1.968, 0.282)  -0.7283
N (5.105, 3.237, 0.564)  0.0796
N (4.374, 1.282, 1.169)  0.0109
C (3.874, -0.123, 0.905)  -0.1694
C (2.986, 0.004, -0.368)  -0.1443
C (2.710, -1.419, -1.178)  -0.1206
C (1.461, -2.074, -0.602)  -0.3692
N (0.506, -1.179, -1.011)  0.0448
C (-0.975, -1.514, -0.596)  -0.2351
O (-1.406, -2.687, -0.438)  0.0595
C (-1.933, -0.313, -0.610)  -0.3812
N (-1.799, 0.651, -1.723)  0.0172
C (-3.293, -0.827, -0.578)  -0.1535
C (-4.405, 0.073, -0.014)  -0.1620
C (-4.732, 1.295, -0.593)  -0.0892
C (-5.615, 2.210, -0.112)  -0.1635
C (-6.224, 1.896, 1.020)  -0.0990
C (-6.095, 0.569, 1.633)  -0.0928
C (-5.214, -0.348, 1.184)  -0.0319
C (1.562, -2.267, 0.904)  -0.4388
O (1.394, -1.500, 1.898)  0.0379
O (1.789, -3.482, 1.418)  0.0575
H (4.810, 3.513, 1.601)  0.1638
H (5.829, 3.824, 0.092)  0.1239
H (3.712, 1.748, 1.725)  0.1025
H (3.419, -0.578, 1.920)  0.1456
H (4.868, -0.741, 0.573)  0.1526
H (1.875, 0.549, -0.398)  0.1448
H (3.721, 0.624, -1.008)  0.1069
H (3.623, -1.999, -1.116)  0.0960
H (2.711, -1.346, -2.319)  0.1379
H (1.408, -3.191, -0.913)  0.1786
H (0.731, -0.324, -0.369)  0.1129
H (-1.542, 0.255, 0.206)  0.1479
H (-0.694, 0.654, -1.970)  0.1217
H (-2.116, 0.102, -2.627)  0.1274
H (-3.209, -1.722, 0.099)  0.1204
H (-3.548, -1.357, -1.496)  0.1344
H (-3.876, 1.602, -1.373)  0.1361
H (-5.701, 3.219, -0.657)  0.1381
H (-6.881, 2.790, 1.258)  0.1207
H (-6.717, 0.370, 2.458)  0.0776
H (-5.067, -1.401, 1.647)  0.1364
H (1.629, -4.376, 0.822)  0.2118

Forces on atoms 1 to 2 (eV/Å):
0.554 0.216 -1.241
0.069 -3.526 -0.051

The calculated total energy is -29515.438 eV. Its HOMO-LUMO gap is 9.02 eV. Its lowest unoccupied orbital energy is 0.23 eV. As for the total charge: 0. The calculation puts the relative energy (zero: lowest compared OMol25 entry of this formula, charge and spin) at 7.593 eV. Its SMILES is [H]/N=C(/N)NCCC[C@H](NC(=O)[C@@H](N)Cc1ccccc1)C(=O)O.

No. 6
Molecular formula: C5H11NO
Method: DFT, ωB97M-V/def2-TZVPD

Each line ends with the Löwdin charge.
Cartesian coordinates (Å):
C (0.820, -0.858, -1.379)  -0.0098
C (-0.313, -0.429, -0.820)  -0.2022
C (-0.520, 0.538, 0.242)  -0.1173
C (-0.331, 0.239, 1.536)  -0.3830
C (-0.599, 1.288, 2.623)  -0.0515
N (-0.454, -1.057, 2.091)  0.0873
H (0.798, -1.632, -2.121)  0.0502
H (1.700, -0.252, -1.170)  0.0769
H (-1.290, -0.870, -1.081)  0.1109
H (-0.595, 1.597, -0.011)  0.1092
H (-0.557, 2.260, 2.147)  0.0717
H (0.147, 1.072, 3.381)  0.0655
H (-1.501, 1.121, 3.223)  0.0824
H (-0.056, -1.082, 3.011)  0.0719
H (-0.129, -1.824, 1.515)  0.0828
O (0.864, 0.352, -4.502)  -0.0580
H (1.287, -0.323, -5.016)  0.0185
H (0.730, -0.140, -3.668)  -0.0056

Forces on atoms 1 to 2 (eV/Å):
-0.604 1.378 0.482
-1.304 -1.191 -0.503

The calculated total energy is -8899.374 eV. Its HOMO-LUMO gap is 9.29 eV. Its lowest unoccupied orbital energy is 0.93 eV. As for the total charge: 0. The calculation puts the relative energy (zero: lowest compared OMol25 entry of this formula, charge and spin) at 2.324 eV. Its SMILES is C=C/C=C(/C)N.O.